ORCA calculation (ωB97M-V with the def2-TZVPD basis set) on 6 unconnected molecules or ions with the total composition C8H28O7 in a non-equilibrium geometry.

Its structure (SMILES) is COCCOC.CO.CO.CO.CO.O. As for the orbital gap: 0.3679 Eh. The total energy is -848.1337 Ha. The value obtained for the HOMO energy is -9.6 eV. Its energy relative to the best compared isomer or geometry (same formula, charge and spin) is 88.0 kcal/mol.

Each line ends with the Löwdin charge.
Geometry (Å):
C 1.337943 1.032730 1.715206  -0.04
O 0.859663 0.787720 0.365956  -0.26
C -0.379437 1.468240 0.171126  -0.17
C -0.160107 2.966410 -0.034204  -0.16
O 0.511183 3.174120 -1.301354  -0.20
C 1.105133 4.404630 -1.504074  -0.12
H 1.672633 2.062190 1.842816  0.09
H 2.080883 0.252800 1.882096  0.11
H 0.601283 0.859310 2.499656  0.09
H -1.104417 1.132290 0.912506  0.13
H -0.638117 1.076650 -0.812674  0.12
H 0.324963 3.414820 0.832826  0.12
H -1.164837 3.384360 -0.096974  0.13
H 2.043433 4.368300 -0.950564  0.09
H 0.420473 5.137800 -1.077694  0.09
H 1.320893 4.732660 -2.520904  0.09
O -0.081227 -1.700010 0.305396  -0.04
H 0.226773 -0.797270 0.385576  -0.01
H 0.065773 -1.922980 -0.613794  0.02
C -1.024147 -1.086260 -2.793974  -0.10
O 0.291113 -1.543380 -2.397674  -0.16
H -1.721557 -1.177580 -1.961274  0.07
H -0.845697 -0.013270 -2.864374  0.08
H -1.372737 -1.627730 -3.673404  0.09
H 0.804013 -1.638160 -3.203614  0.09
C -3.244657 -2.284130 1.532636  -0.15
O -4.577827 -2.004370 1.039886  -0.13
H -2.706097 -3.047590 0.971216  0.08
H -2.725137 -1.325930 1.525376  0.06
H -3.195437 -2.578230 2.581056  0.07
H -4.516527 -1.689750 0.134976  0.06
C 2.750673 0.413730 -2.131164  -0.16
O 2.791233 1.614150 -1.406844  -0.13
H 2.459863 -0.415600 -1.486394  0.07
H 2.052803 0.477820 -2.966014  0.07
H 3.747923 0.278970 -2.550024  0.08
H 2.080753 1.634660 -0.761554  0.02
C -0.123927 -3.358750 3.426426  -0.14
O 0.666373 -3.558290 2.214666  -0.15
H -1.111527 -3.771550 3.220626  0.06
H 0.310923 -3.922400 4.251846  0.07
H -0.157817 -2.303960 3.699116  0.07
H 0.324513 -2.907190 1.597576  -0.01

Forces on the atoms, in the same order (eV/Å):
C 0.25 -0.80 -0.31
O -0.12 0.71 2.14
C 1.07 -0.03 -1.88
C -0.63 -0.06 -0.70
O -1.34 -2.21 0.29
C 0.25 1.10 1.56
H 0.46 -0.20 -0.15
H 0.45 0.54 -0.01
H -0.63 -0.08 -0.31
H -0.11 0.52 0.14
H -0.70 0.11 -0.01
H 0.41 0.22 -0.19
H -0.14 0.41 0.03
H 0.28 0.63 0.00
H 0.27 0.64 0.07
H -0.31 -0.91 -0.24
O -0.76 -0.69 0.60
H 0.47 0.43 -0.06
H 0.30 -0.19 -0.46
C 1.14 0.64 0.72
O -0.75 -0.73 -0.06
H 0.14 -0.55 0.03
H -0.79 0.20 -1.00
H -0.13 0.43 -0.01
H 0.17 -0.04 0.10
C -0.13 1.05 -0.26
O 0.32 -0.78 0.80
H -0.08 0.14 -0.25
H 0.58 -0.17 -0.27
H -0.92 -0.18 -0.04
H 0.21 -0.06 0.03
C 0.17 0.23 0.15
O 0.79 0.54 -0.01
H 0.15 -0.21 -0.14
H -0.24 -0.02 -0.15
H 0.00 -0.29 0.06
H -0.19 -0.25 -0.24
C 0.65 -0.61 -1.33
O -0.31 -0.09 1.79
H -0.28 0.24 0.34
H 0.16 0.02 -0.16
H -0.17 0.06 0.04
H 0.04 0.30 -0.65

***

ORCA calculation (ωB97M-V with the def2-TZVPD basis set) on 4 unconnected molecules or ions with the total composition C24H43NO15S in a non-equilibrium geometry.

Its structure (SMILES) is C#CCCC[C@@]1(CCCOC(C)=O)OS(=O)(=O)O[C@H]1N.CCOC(=O)OC.CCOC(=O)OC.CCOC(=O)OC. As for the orbital gap: 0.3801 Eh. The total energy is -2521.7976 Ha. The value obtained for the HOMO energy is -10.1 eV. Its energy relative to the best compared isomer or geometry (same formula, charge and spin) is 17.9 kcal/mol.

Each line ends with the Löwdin charge.
Geometry (Å):
C 3.138151 -5.421256 2.502236  0.11
C 1.994315 -5.173398 2.749110  -0.15
C 0.581609 -4.951270 3.019386  -0.19
C 0.132776 -3.502026 2.697910  -0.18
C -0.677982 -3.446631 1.410917  -0.10
C -1.350735 -2.100785 1.083691  -0.36
C -0.913733 -0.871120 1.875873  -0.09
C -0.556799 0.373983 1.035985  -0.13
C 0.745018 0.299602 0.256754  -0.16
O 1.742921 -0.371125 1.037855  -0.01
C 2.956486 -0.428734 0.432162  -0.53
C 3.705269 -1.709682 0.643136  0.03
O 3.399974 0.480452 -0.213947  0.12
O -1.200033 -1.861166 -0.371838  -0.17
S -2.162236 -2.826201 -1.173344  0.61
O -1.622308 -4.104541 -1.486428  -0.21
O -2.724437 -2.107592 -2.262112  -0.22
O -3.190274 -3.090363 0.032453  -0.13
C -2.871683 -2.195192 1.094983  -0.39
N -3.451193 -2.621732 2.343102  0.12
H 4.132294 -5.734356 2.312380  0.03
H 0.021922 -5.640997 2.394729  0.12
H 0.412770 -5.169845 4.069322  0.11
H -0.443312 -3.116042 3.536903  0.12
H 1.008455 -2.866833 2.615447  0.10
H -0.021271 -3.696624 0.581627  0.13
H -1.428413 -4.232835 1.452751  0.12
H -1.746176 -0.570316 2.508512  0.12
H -0.080136 -1.070861 2.529927  0.10
H -0.466787 1.186433 1.755425  0.12
H -1.381088 0.628673 0.375676  0.11
H 0.607885 -0.212417 -0.690351  0.13
H 1.076997 1.309185 0.035673  0.13
H 3.861425 -2.133791 -0.344204  0.10
H 3.150299 -2.414971 1.245708  0.06
H 4.657632 -1.471163 1.100109  0.09
H -3.247278 -1.205907 0.805764  0.16
H -3.792071 -1.797529 2.821587  0.09
H -4.277472 -3.180748 2.160759  0.10
C 8.374780 -4.974627 6.650939  -0.07
C 7.384682 -4.341794 5.697570  -0.21
O 6.205132 -5.144403 5.525256  0.03
C 5.341484 -5.116878 6.539130  -0.61
O 5.448116 -4.468888 7.547829  0.12
O 4.327399 -5.927844 6.239575  0.00
C 3.348133 -6.054737 7.272440  -0.04
H 8.629899 -5.981996 6.319725  0.08
H 9.285813 -4.377916 6.693027  0.08
H 7.962990 -5.043892 7.656067  0.07
H 7.815975 -4.267663 4.701247  0.12
H 7.101145 -3.339371 6.017164  0.12
H 2.972868 -5.079640 7.574643  0.09
H 3.768754 -6.573445 8.132265  0.10
H 2.540842 -6.645052 6.849140  0.09
C -3.699103 1.032093 -2.782325  -0.06
C -4.179599 2.140863 -1.873294  -0.21
O -3.104452 2.989441 -1.433264  0.03
C -2.644440 3.852968 -2.335039  -0.60
O -3.065244 4.009352 -3.452209  0.12
O -1.631911 4.523280 -1.785751  0.01
C -0.985480 5.446280 -2.667915  -0.03
H -2.909443 0.455270 -2.302116  0.06
H -4.519426 0.357390 -3.024440  0.09
H -3.296192 1.428210 -3.713082  0.08
H -4.591224 1.722675 -0.955957  0.12
H -4.958036 2.743746 -2.340615  0.12
H -1.702665 6.143705 -3.093907  0.08
H -0.471178 4.911138 -3.464279  0.10
H -0.262974 5.985188 -2.062881  0.09
C -3.528602 6.031771 -5.788309  -0.07
C -4.540815 6.689537 -6.698782  -0.20
O -4.223456 8.066105 -6.975853  0.04
C -3.233993 8.263602 -7.841092  -0.62
O -2.614443 7.414026 -8.426916  0.12
O -3.044299 9.580417 -7.959364  0.00
C -1.960153 9.943021 -8.817106  -0.04
H -3.423289 6.602249 -4.865103  0.07
H -3.842300 5.022817 -5.535497  0.07
H -2.550337 5.977031 -6.264392  0.08
H -5.514559 6.724828 -6.214154  0.12
H -4.653263 6.146056 -7.636722  0.12
H -2.074805 9.492840 -9.800422  0.09
H -1.011497 9.636843 -8.379233  0.10
H -1.991620 11.025126 -8.901648  0.09

Forces on the atoms, in the same order (eV/Å):
C 0.12 -0.13 0.03
C -0.01 -0.16 -0.15
C 0.23 0.66 -0.18
C -0.08 -0.11 0.24
C 0.24 0.17 0.32
C -0.01 -0.46 0.02
C 0.16 0.56 -0.72
C 0.12 -0.29 0.66
C -0.38 0.63 -0.01
O -0.20 -0.69 -0.31
C 0.38 0.38 0.11
C -0.39 0.13 0.18
O -0.20 0.01 -0.21
O 0.20 -0.18 -0.17
S -0.19 -1.01 -0.88
O 0.46 0.21 0.39
O -0.21 0.51 0.55
O -0.14 0.17 -0.11
C -0.36 0.74 0.29
N -0.09 -0.26 -0.20
H 0.20 0.11 -0.02
H -0.23 -0.25 0.15
H -0.23 -0.16 0.08
H -0.19 -0.01 0.03
H 0.18 0.09 -0.01
H 0.08 -0.04 -0.12
H -0.19 0.01 -0.08
H -0.10 -0.09 0.19
H 0.15 -0.22 0.08
H -0.05 0.14 0.04
H 0.03 0.10 -0.26
H 0.12 -0.26 -0.06
H 0.09 0.12 -0.06
H 0.19 -0.08 -0.07
H -0.04 -0.15 0.19
H 0.23 -0.10 -0.01
H -0.01 0.11 -0.04
H 0.04 -0.03 0.15
H 0.09 -0.16 -0.04
C -0.11 -0.16 0.09
C 0.26 0.17 -0.03
O -0.01 -0.04 -0.02
C -0.02 0.01 -0.08
O 0.00 0.01 0.03
O 0.02 -0.04 0.01
C -0.15 -0.05 -0.01
H 0.05 0.03 -0.05
H 0.01 0.01 -0.03
H -0.01 0.07 0.01
H -0.10 -0.06 -0.05
H -0.08 -0.04 0.09
H 0.06 0.02 0.03
H 0.03 0.07 0.04
H 0.05 -0.02 -0.07
C 0.26 0.11 -0.07
C -0.27 -0.23 -0.07
O 0.02 -0.02 0.08
C 0.02 -0.04 0.03
O 0.00 -0.03 0.07
O 0.02 0.00 0.00
C 0.10 0.10 0.00
H -0.08 -0.08 0.05
H -0.01 -0.02 0.05
H -0.09 0.07 -0.02
H 0.07 0.08 0.08
H 0.10 0.09 -0.07
H -0.04 -0.04 -0.04
H -0.06 0.00 -0.04
H -0.01 -0.05 0.06
C 0.16 0.23 -0.12
C -0.12 -0.30 0.08
O 0.00 0.04 0.03
C -0.04 0.02 0.01
O 0.02 -0.01 -0.02
O 0.02 0.01 0.01
C 0.04 0.11 -0.07
H -0.09 -0.05 0.05
H -0.04 -0.01 0.04
H -0.02 -0.04 -0.05
H -0.01 0.13 -0.02
H 0.11 0.06 -0.05
H 0.01 -0.06 0.01
H 0.00 -0.07 -0.03
H -0.06 0.00 0.06

***

ORCA calculation (ωB97M-V with the def2-TZVPD basis set) on 3 unconnected molecules or ions with the total composition C3H9O4 in a non-equilibrium geometry.

As for the orbital gap: 0.3339 Eh. The total energy is -420.7279 Ha. The value obtained for the HOMO energy is -5.3 eV. As for the charge: -1. Its energy relative to the best compared isomer or geometry (same formula, charge and spin) is 15.7 kcal/mol.

Each line ends with the Löwdin charge.
Geometry (Å):
O -0.875037 -1.431006 0.769116  -0.02
C -0.074818 -0.551844 0.446486  -0.75
O 0.974945 -0.727204 -0.166941  -0.06
C -0.226625 0.861962 0.957066  -0.20
C -1.702961 1.306707 1.152921  -0.12
H 0.397592 1.047948 1.808770  0.09
H 0.336216 1.483329 0.267645  0.09
H -2.175389 0.559746 1.801830  0.05
H -1.807834 2.333043 1.724703  0.08
H -2.210528 1.302110 0.110469  0.09
H -0.650113 -2.549109 -0.457429  -0.04
H 0.399896 -2.141789 -1.252994  0.07
O -0.278004 -2.983704 -1.272105  -0.21
H 2.931223 1.216484 -1.961243  -0.05
H 2.162207 -0.110480 -1.677304  0.03
O 2.799230 0.383808 -2.250989  -0.05

Forces on the atoms, in the same order (eV/Å):
O -1.52 -0.34 0.47
C 0.13 0.62 1.63
O 2.18 -0.42 -2.05
C -1.11 1.38 -0.42
C 0.15 1.07 -0.13
H 0.01 -0.52 1.15
H -0.44 0.29 -0.66
H -0.12 0.10 -0.37
H 0.20 -1.76 -1.45
H 0.56 0.25 1.92
H -0.58 -1.06 -0.06
H -1.46 -2.93 -0.61
O 2.11 3.33 0.35
H 0.28 3.98 1.86
H 0.46 0.89 0.00
O -0.86 -4.88 -1.65

***

ORCA calculation (ωB97M-V with the def2-TZVPD basis set) on a molecular structure, C3H8N4 in a non-equilibrium geometry.

As for the orbital gap (spin up / spin down): 0.2470 / 0.3176 Eh. The total energy is -337.8935 Ha. The value obtained for the HOMO energy (spin up / spin down) is -7.9 / -9.6 eV. Its energy relative to the best compared isomer or geometry (same formula, charge and spin) is 163.3 kcal/mol.

Each line ends with the Löwdin charge.
Geometry (Å):
N -0.895416 0.730326 -1.345424  0.09
C -1.408998 -1.036882 1.147575  -0.05
N -0.595152 -1.041325 0.163785  -0.06
H -1.792754 0.256187 -1.443302  0.02
H -0.259362 0.300468 -2.022803  0.02
H -2.457859 -1.280768 0.990505  0.07
H -1.090292 -0.778280 2.164402  0.08
C 0.434834 1.338095 0.087092  -0.23
C 0.766474 -0.617599 0.435013  -0.44
N 1.456824 1.993136 -0.177992  0.09
N 1.728535 -1.094413 -0.323923  0.09
H 2.120831 1.507551 -0.783860  0.06
H 1.311121 -1.530702 -1.150547  0.04
H -0.350984 1.676880 0.769349  0.09
H 1.032198 -0.422675 1.490128  0.12

Forces on the atoms, in the same order (eV/Å):
N 0.68 1.20 -0.93
C 0.66 0.02 -0.39
N -0.41 -0.27 1.28
H 0.23 -0.33 0.38
H -0.27 0.00 0.02
H 0.14 -0.12 -0.03
H -0.07 0.06 -0.07
C -0.01 1.32 0.22
C 0.25 -1.99 -0.49
N -0.59 -0.79 -0.25
N -0.64 0.77 0.52
H 0.07 0.15 0.04
H -0.01 0.03 0.10
H 0.12 -0.31 -0.08
H -0.14 0.27 -0.34

***

ORCA calculation (ωB97M-V with the def2-TZVPD basis set) on 2 unconnected molecules or ions with the total composition C4H11N3O2 in a non-equilibrium geometry.

Its structure (SMILES) is CN=C(N)N.CC(=O)O. As for the orbital gap: 0.3490 Eh. The total energy is -473.7150 Ha. The value obtained for the HOMO energy is -8.9 eV. Its energy relative to the best compared isomer or geometry (same formula, charge and spin) is 55.1 kcal/mol.

Each line ends with the Löwdin charge.
Geometry (Å):
C 1.642698 0.576579 0.236265  -0.02
C 2.329801 1.451770 1.172968  -0.44
O 1.605309 1.151371 2.516130  -0.07
O 3.268661 2.150431 1.191868  0.16
H 0.542897 0.584543 0.597258  0.08
H 1.758421 -0.528046 0.191974  0.12
H 1.514888 0.884689 -0.762200  0.06
C -1.777359 -0.311112 0.992622  -0.18
C -0.938730 -0.811694 -1.192388  -0.55
N -1.268330 -1.190446 -0.022991  -0.02
N -1.097912 0.529056 -1.597750  0.11
N -0.268494 -1.758907 -2.010318  0.10
H 2.250052 0.592698 2.969263  0.07
H -2.049543 0.833968 -1.384110  0.10
H -1.040892 0.739611 -2.577602  0.08
H -0.433913 -2.676975 -1.593044  0.09
H -0.494570 -1.728183 -2.996178  0.08
H -1.615270 0.780856 0.948985  0.07
H -1.163772 -0.663637 1.883865  0.09
H -2.763942 -0.606571 1.435381  0.08

Forces on the atoms, in the same order (eV/Å):
C -3.89 -1.02 -0.17
C -0.89 -2.02 3.58
O 1.30 0.50 -1.83
O 0.30 0.61 -0.70
H 1.76 0.17 -0.45
H 0.93 0.78 0.66
H 0.68 0.75 -1.33
C 0.98 -1.11 2.75
C -0.12 -0.28 0.69
N -0.40 -0.30 -0.92
N -0.90 -0.02 -0.54
N -0.55 0.71 0.43
H 0.01 0.27 0.30
H 0.42 -0.05 0.56
H 0.68 -0.37 -0.52
H 0.20 0.39 -0.30
H -0.03 0.02 0.12
H -0.37 -0.39 -0.46
H -0.39 0.89 -0.63
H 0.30 0.47 -1.22

***

Which of these has the lowest energy relative to the best compared isomer or geometry (same formula, charge and spin)?
C3H9O4

***

Which value of energy relative to the best compared isomer or geometry (same formula, charge and spin) does entry 3 give?
15.7 kcal/mol

***

Which of these has the lowest energy relative to the best compared isomer or geometry (same formula, charge and spin)?
C3H9O4

***

Which value of energy relative to the best compared isomer or geometry (same formula, charge and spin) does entry 1 give?
88.0 kcal/mol